82
Properties=species:S:1:pos:R:3:forces:R:3 method="wB97M-V/def2-TZVPD" homo_lumo_gap_ev=10.0 spin_multiplicity=1 total_energy_ha=-1731.09852 relative_energy_kj_mol=152.9 lumo_ev=0.419
C -0.090 -0.220 0.540 -0.0275 -0.8169 -0.2450
O -0.190 -0.695 1.893 -0.6719 1.7067 -0.2967
H -0.638 -0.938 -0.070 0.1109 0.1596 -0.4558
H -0.493 0.777 0.359 -0.3429 -0.0462 0.5947
H 0.947 -0.148 0.211 0.0871 -0.2664 -0.0123
H 0.524 -1.323 2.023 0.4009 -0.5299 -0.0789
C 1.956 3.233 -2.913 -0.3393 -0.1663 1.6158
O 0.905 2.459 -2.287 0.0460 -0.0978 -1.2620
H 1.606 4.256 -3.051 0.0233 0.0207 -0.4504
H 2.713 3.258 -2.129 0.6446 0.2515 -0.4295
H 2.368 2.790 -3.820 -0.4033 -0.1113 0.0926
H 1.024 2.580 -1.342 -0.1614 0.0156 0.7050
C 2.872 -1.973 -2.381 -0.1519 -0.3053 -0.7369
O 2.169 -1.882 -3.624 0.4524 0.2933 0.5482
H 3.443 -2.901 -2.412 0.2530 0.0082 0.3029
H 3.547 -1.126 -2.250 0.0108 0.0080 -0.0161
H 2.184 -2.016 -1.537 -0.0663 0.0580 0.1166
H 1.238 -1.983 -3.410 -0.4212 -0.0907 -0.2642
C -3.485 1.697 -0.013 0.8569 0.2628 1.7079
O -4.571 2.217 0.764 -0.6144 0.0906 -1.1090
H -2.610 2.269 0.295 0.4505 -0.0173 -0.2555
H -3.296 0.672 0.307 0.0143 -0.2842 -0.4874
H -3.536 1.790 -1.098 -0.8635 0.0285 0.2424
H -4.379 2.104 1.698 0.2158 -0.1063 -0.1087
C -2.089 1.249 -3.848 -0.6501 1.2369 -0.1610
O -1.340 0.735 -2.820 0.6763 -1.8844 1.4981
H -2.283 2.294 -3.605 -0.2443 0.3082 -0.4177
H -1.596 1.200 -4.819 -0.0888 -0.2001 -0.1612
H -3.053 0.740 -3.830 0.0544 -0.0933 -0.3713
H -0.580 1.268 -2.578 0.4200 0.6002 -0.3217
C 3.596 1.193 0.005 0.2256 0.1581 0.3197
O 4.799 0.445 0.018 0.1896 -0.5294 0.1672
H 2.888 0.674 0.651 -0.0163 -0.1411 -0.1476
H 3.719 2.179 0.454 0.0240 0.1724 -0.2189
H 3.194 1.261 -1.006 -0.1725 0.0998 -0.0223
H 5.558 0.966 -0.256 -0.2249 0.2180 -0.0491
C 1.037 1.921 3.704 0.0330 -0.2029 0.7911
O 0.058 1.949 2.698 0.0275 0.8831 -0.5292
H 1.583 0.978 3.666 0.0872 -0.0351 0.1890
H 1.756 2.736 3.617 -0.1249 0.0820 -0.3004
H 0.528 2.024 4.662 0.2756 -0.1284 0.2679
H -0.194 1.036 2.543 -0.1995 -0.7067 -0.1124
C 1.071 4.555 0.577 0.9690 -1.7231 1.5374
C 2.286 5.042 1.484 -1.2876 1.2439 -1.2064
O 3.585 4.852 0.927 -0.5114 -0.5601 0.3728
O 1.066 3.124 0.491 0.8129 0.2364 -1.6319
H 1.123 4.902 -0.456 0.2132 0.3461 0.1269
H 0.088 4.772 0.994 0.1759 0.9468 0.1978
H 2.256 4.701 2.519 0.0900 -0.8012 -0.3430
H 2.112 6.109 1.621 0.0183 0.4423 -0.1213
H 3.622 5.302 0.079 -0.0547 0.0834 -0.0518
H 0.770 2.711 1.305 -0.4783 -0.2056 0.7739
C 0.789 -2.946 4.440 -0.4509 1.3644 -0.6052
C 1.956 -2.644 3.485 -0.1354 -1.4655 -0.1675
O 1.480 -2.744 2.101 0.2239 0.3429 1.0464
O -0.010 -1.758 4.615 0.7070 -0.3099 0.4747
H 1.173 -3.270 5.407 0.0023 0.2423 0.0474
H 0.099 -3.708 4.077 0.4902 -0.4069 -0.2475
H 2.740 -3.389 3.620 -0.0331 -0.3058 0.0020
H 2.451 -1.702 3.718 -0.4850 0.3689 -0.1702
H 2.234 -2.849 1.517 0.1456 0.0479 -0.0578
H -0.675 -1.727 3.923 -0.2363 -0.0583 -0.0539
C -3.105 -2.839 1.179 -1.4440 -0.1396 0.5277
C -2.474 -3.624 2.342 -1.1612 0.8718 0.1418
O -2.839 -3.132 3.693 0.8769 -0.2873 -1.7358
O -4.530 -3.171 1.098 0.9190 0.0871 0.3915
H -2.685 -3.096 0.207 0.5784 -0.1371 0.1857
H -3.000 -1.769 1.354 0.1400 0.1126 0.0147
H -1.399 -3.503 2.211 0.0500 -0.2657 0.4090
H -2.818 -4.650 2.215 0.3816 -0.1872 0.1969
H -3.718 -3.446 3.920 -0.1243 -0.0526 -0.2363
H -4.842 -2.897 0.233 -0.0739 0.0601 0.0009
C -1.767 -2.778 -3.241 -0.0302 -0.8749 -2.0965
C -2.378 -2.589 -4.709 0.8538 -0.1286 1.6786
O -3.558 -3.350 -4.860 -0.1029 0.2286 -0.0738
O -0.576 -2.023 -3.129 -0.4817 -0.3532 0.5657
H -1.486 -3.824 -3.115 0.1539 -0.1612 -0.2280
H -2.544 -2.661 -2.485 0.0413 0.8573 0.1242
H -1.641 -2.865 -5.463 0.2340 -0.1045 0.1424
H -2.544 -1.521 -4.847 -0.5094 -0.0261 -0.0283
H -3.295 -4.205 -5.207 -0.1390 -0.0585 0.0173
H -0.808 -1.134 -2.850 -0.1327 0.8280 -0.0581